The following is a DFT calculation (the ωB97M-V functional and the def2-TZVPD basis) of C33H38AsHfN12OS as an isolated structure.

Cartesian coordinates (Å):
1 Hf 1.02115 -0.49145 -1.40837
2 As 3.81403 0.15945 -1.59478
3 S 1.96877 -2.61596 -0.68620
4 O -2.70995 1.76319 3.96630
5 N -3.00204 2.23437 6.09376
6 N 0.79232 0.73063 -3.31907
7 N 0.44950 -3.20088 -2.89312
8 N -1.01650 -0.90050 -0.57279
9 N -3.13225 -1.00898 -0.09375
10 N -2.51995 -1.79210 0.82197
11 N 0.63356 -1.87124 -3.12854
12 N -4.14678 1.61205 5.62249
13 N 0.09661 3.26447 0.67873
14 N 0.88715 1.26855 0.04846
15 N 0.78255 -4.89125 -1.40872
16 N 1.23154 2.97158 1.35291
17 C -4.79006 0.62740 3.44256
18 C 1.05948 3.55864 3.75256
19 C -0.09422 2.22797 -0.07933
20 C -0.83356 2.84380 5.05387
21 C 1.75108 3.84559 4.92422
22 C 0.62657 0.66827 -5.69875
23 C 1.13954 3.64635 6.15419
24 C -3.93319 1.34457 4.38349
25 C 0.97585 2.75891 -4.57705
26 C -0.15044 3.14518 6.22705
27 C -2.18811 2.30000 5.10294
28 C 0.97265 2.06244 -3.38416
29 C 0.96187 -3.63482 -1.76292
30 C 0.79854 2.04887 -5.75454
31 C 0.16950 -2.29372 -5.50654
32 C 1.36889 -5.58184 -0.24551
33 C 0.62733 0.03300 -4.47584
34 C -6.04914 0.19042 3.84650
35 C -4.32430 0.32765 2.16851
36 C 4.41504 -0.63605 -3.25515
37 C 0.47116 -1.43244 -4.33735
38 C 4.39137 1.99897 -1.72386
39 C -0.23151 3.06095 3.81959
40 C 5.01467 -0.60614 -0.28483
41 C 1.70906 3.86938 2.42245
42 C -2.25043 -0.49129 -0.92075
43 C 1.00469 -7.05321 -0.29686
44 C 1.69825 1.79646 0.98096
45 C -4.59760 -0.81577 -0.06518
46 C -5.09044 -0.44831 1.31276
47 C -6.33937 -0.89707 1.72002
48 C -6.82178 -0.55990 2.97785
49 C -1.26057 -1.70894 0.52435
50 H -0.07612 -7.19435 -0.26341
51 H -3.34101 0.68004 1.87909
52 H 0.99025 -2.24592 -6.22775
53 H 1.67781 3.88004 7.06243
54 H -0.63372 2.98125 7.18093
55 H -2.50869 0.15064 -1.74868
56 H 1.11482 2.58008 -2.44345
57 H 2.45187 -5.45301 -0.26541
58 H -6.93971 -1.51411 1.06220
59 H 4.20603 -1.70445 -3.23637
60 H -6.39797 0.43120 4.84172
61 H -0.73287 -1.94549 -6.01397
62 H -0.80680 2.86322 2.92511
63 H 3.88416 2.49572 -2.54942
64 H 2.79128 3.76440 2.48115
65 H 4.81524 -0.20393 0.70690
66 H 4.88260 -1.68614 -0.26615
67 H 2.76065 4.23751 4.88340
68 H -4.81293 -0.03890 -0.80089
69 H 1.43345 -7.56238 0.56372
70 H 3.90086 -0.17545 -4.09822
71 H -0.94405 2.14530 -0.73806
72 H 1.47250 4.87704 2.08302
73 H 6.03837 -0.36884 -0.56917
74 H 5.48717 -0.47815 -3.36086
75 H 0.03398 -3.32327 -5.19666
76 H 0.79484 2.55960 -6.70897
77 H 0.49471 0.09390 -6.60504
78 H 5.46500 2.01688 -1.90368
79 H -7.79771 -0.90647 3.28823
80 H 1.10967 3.83151 -4.57813
81 H 0.24051 -5.45268 -2.05482
82 H 1.39868 -7.52796 -1.19571
83 H -5.05582 -1.74472 -0.40086
84 H 4.17465 2.52538 -0.79566
85 H 2.58089 1.33648 1.39663
86 H -0.49202 -2.22779 1.07324
87 H 0.98892 -5.12341 0.66902

Cartesian forces, eV/Å:
Hf 0.1367 0.1589 -0.0202
As -0.0467 -0.1175 0.0491
S 0.0223 -0.1325 0.0798
O 0.0785 -0.0671 -0.0248
N 0.0293 0.0150 0.0010
N 0.0600 -0.0677 0.0658
N -0.0451 -0.0887 -0.0359
N -0.0808 -0.0720 0.0005
N -0.0462 -0.0732 0.0589
N -0.0103 0.0509 -0.0517
N 0.0066 -0.0366 0.1347
N 0.0254 -0.0676 -0.0173
N 0.0512 -0.0432 0.0424
N -0.0042 0.0956 -0.2162
N 0.0747 -0.0610 0.1007
N 0.0052 0.0310 0.0176
C 0.0047 -0.0007 -0.0043
C 0.0265 0.0024 -0.0065
C 0.0232 -0.0121 0.0224
C 0.0078 0.0005 -0.0230
C -0.0153 -0.0060 -0.0221
C -0.0271 0.0190 -0.1108
C 0.0087 0.0019 0.0283
C -0.0994 0.0683 0.0147
C -0.0017 -0.0261 -0.0117
C -0.0017 0.0023 0.0160
C -0.0343 0.0445 0.0128
C -0.0048 0.0185 -0.0125
C -0.0194 0.1852 -0.1106
C -0.0044 -0.0104 0.0236
C -0.0132 0.0308 -0.0287
C -0.0224 -0.0275 -0.0170
C -0.0152 -0.0212 0.0763
C 0.0172 0.0110 0.0126
C 0.0290 0.0113 0.0163
C -0.0391 -0.0012 -0.0226
C -0.0262 0.0305 0.0680
C -0.0454 0.0458 -0.0151
C -0.0582 -0.0160 -0.0005
C -0.0682 -0.0244 0.0307
C -0.0433 -0.0195 0.0741
C 0.0408 0.0504 -0.0057
C 0.0015 0.0037 0.0235
C -0.0143 -0.0062 0.0229
C -0.0442 0.0191 0.0225
C 0.0246 -0.0037 -0.0054
C 0.0022 -0.0009 0.0057
C -0.0233 -0.0074 0.0066
C -0.0287 -0.0294 -0.0785
H 0.0029 0.0004 0.0002
H -0.0036 -0.0117 -0.0144
H -0.0068 0.0074 0.0000
H -0.0082 -0.0030 0.0014
H 0.0087 0.0046 -0.0012
H -0.0053 0.0090 0.0143
H -0.0027 0.0109 -0.0007
H 0.0048 0.0040 -0.0209
H 0.0009 0.0026 0.0044
H 0.0116 -0.0085 -0.0107
H -0.0109 -0.0077 -0.0064
H 0.0094 0.0043 -0.0064
H 0.0172 0.0050 0.0013
H 0.0146 0.0144 0.0008
H 0.0100 0.0035 -0.0347
H 0.0142 0.0093 -0.0002
H 0.0159 -0.0033 0.0016
H -0.0041 -0.0014 0.0025
H 0.0233 -0.0097 -0.0203
H -0.0051 -0.0081 -0.0054
H 0.0076 0.0004 -0.0056
H 0.0057 0.0102 -0.0159
H 0.0122 0.0016 -0.0360
H 0.0051 0.0085 -0.0110
H 0.0100 0.0052 0.0050
H -0.0011 -0.0041 0.0033
H 0.0005 -0.0085 0.0003
H -0.0003 0.0193 0.0058
H 0.0119 0.0145 0.0057
H 0.0019 0.0020 0.0002
H 0.0024 -0.0042 0.0122
H 0.0012 0.0121 -0.0159
H 0.0035 0.0096 -0.0004
H 0.0207 -0.0154 -0.0105
H 0.0196 0.0252 -0.0092
H 0.0082 0.0223 0.0027
H 0.0230 0.0065 -0.0161
H -0.0119 0.0161 -0.0058

As for the spin multiplicity: 1. The value obtained for the gap between HOMO and LUMO is 4.39 eV. The value obtained for the highest occupied orbital energy is -14.38 eV. As for the total energy: -127725.903 eV. Its net charge is +3.

Let us look at the Löwdin charges, expressed in e, one per atom: 1.363 0.957 0.630 0.112 0.149 -0.049 0.018 -0.084 -0.079 0.187 -0.141 0.148 0.171 -0.088 0.026 -0.077 -0.122 -0.203 -0.203 -0.123 -0.022 0.046 -0.028 -0.284 0.006 0.017 -0.286 -0.112 -0.697 0.036 0.017 -0.251 -0.209 0.017 0.012 -0.260 -0.231 -0.263 0.019 -0.266 -0.038 -0.103 -0.065 -0.102 -0.036 -0.211 -0.015 -0.025 -0.166 0.089 0.110 0.116 0.123 0.132 0.152 0.104 0.112 0.125 0.036 0.131 0.114 0.104 0.026 0.136 0.034 0.023 0.123 0.141 0.093 0.029 0.119 0.148 0.056 0.056 0.085 0.143 0.135 0.055 0.124 0.136 0.163 0.090 0.143 0.028 0.152 0.111 0.111